C10H10N2O2 | ωB97M-V/def2-TZVPD

The geometry in XYZ format:
```
24
Properties=species:S:1:pos:R:3:mulliken_charge:R:1
O -2.523 0.852 2.268 -0.63
C -1.518 1.323 1.774 0.58
C -0.153 0.776 1.808 -0.38
C 0.840 1.311 1.123 -0.40
N 0.651 2.496 0.445 -0.03
C -0.591 3.143 0.320 0.31
O -0.757 4.160 -0.307 -0.61
N -1.592 2.519 1.039 -0.10
H 0.061 -0.067 2.399 0.40
H 1.820 0.914 1.179 0.48
H 1.345 2.986 -0.028 0.18
H -2.531 2.919 0.988 0.24
C -0.193 -2.422 -2.319 -0.41
C -0.498 -1.168 -1.854 -0.55
C 0.085 -0.747 -0.585 0.30
C 1.216 -1.421 -0.096 -0.10
C 1.395 -2.684 -0.455 -0.60
C 0.737 -3.148 -1.599 -0.17
H -1.028 -2.700 -2.913 0.30
H -1.403 -0.640 -2.133 0.32
H -0.171 0.150 -0.137 0.18
H 1.708 -1.050 0.811 0.14
H 2.231 -3.175 0.005 0.35
H 0.865 -4.327 -1.736 0.20
```

Calculated values
* charge: 0
* SMILES string: O=c1cc[nH]c(=O)[nH]1.c1ccccc1
* molar mass: 190.20 g/mol
* lowest unoccupied orbital energy: 0.0130 Eh

C33H39BFeO3 | ωB97M-V/def2-TZVPD

The geometry in XYZ format:
```
77
Properties=species:S:1:pos:R:3:mulliken_charge:R:1
C -3.360 4.765 2.319 -1.84
C -2.219 4.217 1.469 1.83
C -1.511 5.398 0.807 -1.95
O -1.325 3.511 2.308 -0.44
B -0.686 2.509 1.464 1.07
C 0.809 3.113 1.094 0.04
C 1.368 2.776 -0.126 -0.21
C 2.608 3.313 -0.511 -0.78
C 3.263 4.226 0.326 -0.51
C 2.688 4.570 1.554 -0.68
C 1.460 4.001 1.943 -0.42
C -0.384 1.054 2.274 -0.73
C 0.379 0.001 1.544 -0.16
C -0.204 -0.882 0.689 -0.36
O -1.458 2.312 0.254 -0.58
C -2.634 3.089 0.392 1.49
C -3.741 2.200 0.951 -1.92
C -3.038 3.642 -0.966 -1.89
H -4.105 5.279 1.699 0.32
H -3.854 3.971 2.886 0.38
H -2.958 5.497 3.029 0.46
H -2.230 6.037 0.274 0.40
H -1.032 6.009 1.581 0.44
H -0.740 5.068 0.100 0.33
H 0.855 2.075 -0.790 0.49
H 3.039 3.008 -1.464 0.49
H 4.222 4.657 0.022 0.39
H 3.185 5.276 2.224 0.39
H 1.033 4.273 2.912 0.44
H 0.098 1.403 3.213 0.29
H -1.433 0.743 2.590 0.29
H 1.494 0.000 1.749 0.20
H -0.239 -2.115 0.785 -0.44
H -1.282 -0.648 0.524 0.29
H -4.702 2.729 0.977 0.37
H -3.854 1.316 0.312 0.41
H -3.493 1.865 1.969 0.33
H -3.930 4.275 -0.877 0.34
H -2.233 4.235 -1.412 0.38
H -3.280 2.820 -1.649 0.44
C 2.521 0.751 -5.446 -0.90
O 3.152 0.767 -4.139 -0.43
C 2.698 -0.155 -3.250 0.64
C 3.164 -0.079 -1.919 -0.60
C 2.504 -0.782 -0.930 -0.09
C 1.399 -1.594 -1.217 -0.24
C 0.751 -2.351 -0.091 1.71
C 0.201 -3.734 -0.520 0.28
C 0.858 -4.869 -1.176 -0.70
C -0.176 -5.834 -1.491 -0.75
C -1.436 -5.359 -0.976 -0.82
C -1.209 -4.064 -0.339 -0.55
Fe -0.093 -5.423 0.476 -0.46
C -0.889 -5.586 2.302 -0.65
C 0.433 -4.976 2.350 -0.55
C 1.375 -5.889 1.706 -0.53
C 0.629 -7.071 1.275 -0.76
C -0.770 -6.878 1.645 -0.75
C 1.047 -1.788 -2.569 -0.61
C 1.690 -1.084 -3.582 -0.51
H 2.968 1.586 -5.979 0.24
H 2.733 -0.200 -5.962 0.33
H 1.429 0.885 -5.366 0.39
H 3.964 0.607 -1.674 0.48
H 2.917 -0.761 0.087 0.21
H 1.540 -2.534 0.668 0.62
H 1.924 -4.897 -1.425 0.54
H -0.009 -6.699 -2.117 0.58
H -2.397 -5.844 -1.114 0.54
H -1.966 -3.423 0.136 0.67
H -1.779 -5.193 2.773 0.50
H 0.685 -4.064 2.874 0.54
H 2.445 -5.746 1.638 0.48
H 1.051 -7.962 0.833 0.50
H -1.564 -7.603 1.538 0.50
H 0.315 -2.556 -2.857 0.34
H 1.322 -1.187 -4.600 0.40
```

Calculated values
* expectation value of S²: 6.043
* multiplicity: 5
* charge: 0
* molar mass: 550.33 g/mol
* lowest unoccupied orbital energy (spin up / spin down): 0.0240 / -0.0902 Eh

C16H16Cl2N2O2 | ωB97M-V/def2-TZVPD

The geometry in XYZ format:
```
38
Properties=species:S:1:pos:R:3:mulliken_charge:R:1
O -1.599 -1.903 -1.577 -0.68
C -1.434 -0.737 -1.250 0.81
C -0.038 -0.221 -1.153 0.02
C 1.048 -1.008 -0.699 -0.39
C 2.137 -0.181 -0.832 0.46
C 3.539 -0.359 -0.512 0.45
C 4.013 -1.577 -0.023 -0.66
C 5.347 -1.726 0.297 -0.66
C 6.229 -0.666 0.135 0.31
Cl 7.887 -0.862 0.545 -0.19
C 5.763 0.552 -0.358 0.15
Cl 6.845 1.875 -0.565 -0.20
C 4.427 0.704 -0.680 -0.55
O 1.721 0.995 -1.340 -0.20
N 0.388 0.959 -1.533 -0.61
N -2.447 0.098 -0.951 0.14
C -2.254 1.444 -0.454 -1.17
C -1.838 1.440 1.021 -0.41
C -2.961 1.024 1.969 -0.73
C -3.629 -0.304 1.604 -0.66
C -4.533 -0.197 0.372 -0.59
C -3.792 -0.437 -0.948 -0.88
H 0.995 -2.013 -0.342 0.48
H 3.337 -2.407 0.105 0.36
H 5.717 -2.665 0.676 0.43
H 4.069 1.647 -1.060 0.59
H -3.192 1.986 -0.580 0.48
H -1.486 1.935 -1.052 0.56
H -1.496 2.441 1.291 0.32
H -0.993 0.759 1.139 0.30
H -3.724 1.807 1.990 0.33
H -2.546 0.946 2.976 0.36
H -4.236 -0.619 2.455 0.35
H -2.871 -1.071 1.440 0.30
H -5.011 0.784 0.367 0.37
H -5.330 -0.940 0.437 0.37
H -3.692 -1.509 -1.134 0.44
H -4.359 0.004 -1.777 0.22
```

Calculated values
* charge: 0
* SMILES string: O=C(c1cc(-c2ccc(Cl)c(Cl)c2)on1)N1CCCCCC1
* molar mass: 339.22 g/mol
* lowest unoccupied orbital energy: -0.0032 Eh

C3H6N2OS2 | ωB97M-V/def2-TZVPD

The geometry in XYZ format:
```
14
Properties=species:S:1:pos:R:3:mulliken_charge:R:1
C -2.513 -0.564 0.521 -0.40
C 0.183 1.124 -0.290 0.37
C 3.390 -0.751 -0.182 -0.25
H -3.234 -0.008 1.251 0.25
H -3.258 -1.392 0.047 0.21
H -1.610 -1.011 1.168 0.22
H -1.553 1.842 -0.518 0.18
H 3.336 -1.569 -1.349 0.23
H 4.361 -0.796 0.804 0.24
N -1.149 0.967 -0.412 -0.22
N 2.455 0.080 0.380 -0.23
O -2.124 -0.096 -0.764 -0.24
S 0.804 2.634 -0.131 -0.33
S 0.912 -0.461 -0.527 -0.03
```

Calculated values
* charge: 0
* molar mass: 150.23 g/mol
* lowest unoccupied orbital energy: 0.0061 Eh

C3H9NO4 | ωB97M-V/def2-TZVPD

The geometry in XYZ format:
```
17
Properties=species:S:1:pos:R:3:mulliken_charge:R:1
O -2.083 0.437 1.598 -0.44
C -1.047 -0.140 1.579 0.34
O -0.840 -1.357 2.064 -0.43
C 0.240 0.346 0.869 0.31
C -0.257 1.178 -0.437 -0.77
O -0.799 0.266 -1.334 -0.49
N 1.095 -0.666 0.497 -0.24
H -1.395 -1.489 2.853 0.40
H 0.742 1.060 1.523 0.46
H 0.666 1.591 -0.837 0.39
H -1.031 1.879 -0.109 0.48
H -1.730 0.222 -1.058 0.39
H 0.709 -1.598 0.310 0.31
H 1.910 -0.811 1.099 0.31
H 1.091 -0.329 -2.101 0.28
H 1.253 0.036 -3.589 0.34
O 1.475 -0.625 -2.927 -0.63
```

Calculated values
* expectation value of S²: 0.756
* multiplicity: 2
* charge: +1
* molar mass: 123.11 g/mol
* lowest unoccupied orbital energy (spin up / spin down): -0.1359 / -0.3318 Eh

C4H8N2O | ωB97M-V/def2-TZVPD

The geometry in XYZ format:
```
15
Properties=species:S:1:pos:R:3:mulliken_charge:R:1
C -1.816 0.791 0.632 -0.89
N -0.429 0.468 0.929 -0.33
C 0.374 0.175 -0.179 -0.26
C 1.703 -0.104 -0.012 -0.35
O 2.397 0.478 1.001 -0.45
H -2.357 -0.002 0.090 0.32
H -2.334 0.987 1.572 0.31
H -1.844 1.703 0.032 0.32
H -0.379 -0.323 1.565 0.23
H -0.066 0.437 -1.132 0.55
H 2.271 -0.926 -0.444 0.22
H 1.972 1.346 1.089 0.34
C 0.178 -1.629 -1.672 0.12
N -0.774 -2.271 -1.543 -0.45
H 1.103 -1.128 -1.928 0.33
```

Calculated values
* charge: 0
* SMILES string: CN/C=C\O.C#N
* molar mass: 100.12 g/mol
* lowest unoccupied orbital energy: 0.0217 Eh

C4H6O2 | ωB97M-V/def2-TZVPD

The geometry in XYZ format:
```
12
Properties=species:S:1:pos:R:3:mulliken_charge:R:1
O 0.683 1.956 0.023 -0.41
C 0.857 0.819 -0.225 0.59
C 1.296 -0.408 -0.469 -0.26
O 2.585 -0.600 -0.944 -0.50
H 0.675 -1.288 -0.417 0.28
H 3.160 0.059 -0.536 0.31
C -1.356 -0.233 1.051 -0.57
C -1.747 0.047 -0.191 -0.57
H -1.141 -1.249 1.372 0.29
H -1.208 0.550 1.791 0.27
H -1.935 1.070 -0.509 0.30
H -1.869 -0.725 -0.947 0.27
```

Calculated values
* charge: 0
* SMILES string: O=C=CO.C=C
* molar mass: 86.09 g/mol
* lowest unoccupied orbital energy: 0.0184 Eh

C5H13IN | ωB97M-V/def2-TZVPD

The geometry in XYZ format:
```
20
Properties=species:S:1:pos:R:3:mulliken_charge:R:1
C -1.152 0.499 -1.103 -1.19
C -2.301 -1.194 0.197 -1.87
C -0.055 -0.243 0.966 -0.74
C -0.987 -0.730 -0.176 0.82
C 1.477 -0.083 0.841 -0.10
N 2.311 -0.647 0.022 -0.19
I 3.418 2.922 -0.148 -0.08
H -0.148 0.747 -1.727 0.23
H -2.064 0.397 -1.791 0.37
H -1.378 1.419 -0.431 0.31
H -2.184 -2.068 0.816 0.39
H -2.708 -0.470 0.912 0.36
H -2.846 -1.348 -0.602 0.56
H -0.318 0.833 1.210 0.34
H -0.242 -0.864 1.892 0.41
H -0.568 -1.493 -0.828 0.26
H 1.875 0.487 1.676 0.45
H 2.108 -1.191 -0.748 0.22
H 3.310 -0.642 0.295 0.31
H 2.451 3.668 -1.274 0.15
```

Calculated values
* charge: +1
* molar mass: 214.07 g/mol
* lowest unoccupied orbital energy: -0.1774 Eh

C26H29N3O9S | ωB97M-V/def2-TZVPD

The geometry in XYZ format:
```
68
Properties=species:S:1:pos:R:3:mulliken_charge:R:1
C 6.475 3.233 -2.919 -1.04
S 5.332 2.453 -4.064 1.38
O 4.228 3.379 -4.356 -0.65
O 6.061 2.036 -5.273 -0.67
C 4.719 0.996 -3.168 -0.10
C 5.178 -0.276 -3.518 -0.80
C 4.673 -1.399 -2.866 -0.41
C 3.709 -1.274 -1.856 0.82
C 3.224 -2.508 -1.215 -0.57
O 2.080 -3.022 -1.752 -0.56
C 3.849 -3.176 -0.159 -0.16
C 5.054 -2.668 0.514 0.74
O 5.702 -1.726 0.084 -0.59
C 5.600 -3.351 1.766 -0.75
C 5.471 -4.867 1.651 -0.70
C 3.998 -5.232 1.482 -0.64
C 3.330 -4.453 0.351 0.72
O 2.286 -4.921 -0.093 -0.74
C 3.232 0.011 -1.499 0.20
N 2.267 0.200 -0.496 1.13
O 2.520 1.020 0.392 -0.57
O 1.213 -0.437 -0.572 -0.54
C 3.748 1.135 -2.167 -0.55
H 5.944 3.511 -2.008 0.38
H 6.889 4.127 -3.387 0.39
H 7.279 2.537 -2.681 0.36
H 5.916 -0.401 -4.310 0.47
H 5.033 -2.385 -3.143 0.53
H 1.862 -3.835 -1.234 0.50
H 6.653 -3.083 1.898 0.31
H 5.050 -2.988 2.639 0.32
H 5.873 -5.348 2.550 0.32
H 6.049 -5.228 0.792 0.33
H 3.459 -5.022 2.411 0.29
H 3.912 -6.304 1.280 0.35
H 3.369 2.125 -1.916 0.49
C -5.527 -1.733 1.191 -0.97
N -5.805 -0.299 1.207 0.02
C -6.177 0.411 0.133 0.12
O -6.315 -0.114 -0.966 -0.71
C -6.419 1.927 0.302 0.51
C -5.290 2.750 -0.346 -1.78
C -3.888 2.389 0.119 0.90
C -3.374 2.898 1.330 -0.32
C -2.089 2.523 1.765 -0.89
C -1.307 1.655 0.984 -0.36
C -1.812 1.160 -0.231 -0.60
C -3.099 1.522 -0.659 -0.51
N -6.563 2.361 1.701 -0.13
C -7.619 2.087 2.467 0.81
C -7.645 2.720 3.839 -1.24
O -8.535 1.363 2.108 -0.64
H -5.042 -2.033 2.120 0.34
H -6.462 -2.284 1.073 0.31
H -4.873 -1.971 0.349 0.29
H -5.735 0.193 2.082 0.21
H -7.349 2.152 -0.222 0.55
H -5.464 3.811 -0.161 0.47
H -5.345 2.605 -1.426 0.50
H -3.958 3.583 1.925 0.44
H -1.695 2.913 2.694 0.39
H -0.316 1.370 1.312 0.44
H -1.216 0.490 -0.834 0.45
H -3.489 1.120 -1.585 0.36
H -5.854 2.966 2.076 0.02
H -7.715 3.801 3.734 0.32
H -6.742 2.455 4.384 0.33
H -8.517 2.352 4.378 0.33
```

Calculated values
* charge: 0
* SMILES string: CS(=O)(=O)c1ccc(C(O)=C2C(=O)CCCC2=O)c([N+](=O)[O-])c1.CNC(=O)[C@H](Cc1ccccc1)NC(C)=O
* molar mass: 559.60 g/mol
* lowest unoccupied orbital energy: -0.0415 Eh

C13H34IN3O7P2Ta | ωB97M-V/def2-TZVPD

The geometry in XYZ format:
```
61
Properties=species:S:1:pos:R:3:mulliken_charge:R:1
C 5.493 0.645 0.135 -0.94
C 5.816 -0.873 0.447 -0.29
C 4.589 -1.423 1.216 0.44
O 4.777 -1.943 2.271 -0.56
O 3.369 -1.274 0.642 -0.18
C 2.464 -2.293 1.191 -0.38
C 1.123 -2.363 0.399 -0.72
Ta -0.405 -3.513 1.725 0.85
C -2.123 -2.076 1.239 -0.97
C -2.896 -2.388 -0.083 -0.44
C -3.722 -1.195 -0.650 -0.34
C -4.790 -0.626 0.308 -0.95
N -4.266 0.153 1.447 0.01
C -3.771 1.403 1.109 0.07
N -2.747 1.583 0.392 -0.30
N -4.486 2.558 1.678 -0.72
P -1.849 -4.829 3.501 0.01
O -2.345 -3.606 4.560 -0.46
I -0.253 -6.363 4.612 -0.21
H 4.913 0.650 -0.799 0.20
H 6.415 1.236 0.085 0.34
H 4.811 0.978 0.933 0.29
H 6.685 -0.992 1.099 0.29
H 5.862 -1.471 -0.478 0.25
H 2.936 -3.279 1.067 0.32
H 2.195 -2.107 2.238 0.19
H 1.295 -2.896 -0.559 0.38
H 0.736 -1.353 0.166 -0.06
H 0.088 -2.393 3.134 -0.30
H 1.015 -4.612 2.171 -0.06
H -0.847 -4.703 0.376 -0.32
H -1.801 -1.016 1.219 0.04
H -2.863 -2.148 2.067 0.40
H -2.141 -2.657 -0.850 0.29
H -3.557 -3.272 -0.012 0.33
H -3.056 -0.429 -1.072 0.06
H -4.285 -1.606 -1.518 0.36
H -5.567 -0.077 -0.267 0.36
H -5.314 -1.499 0.744 0.45
H -4.958 0.239 2.181 0.31
H -2.538 2.570 0.261 0.12
H -3.984 2.841 2.521 0.29
H -4.371 3.339 1.038 0.30
H -1.542 -3.131 4.832 0.32
C 0.072 1.709 -0.660 -0.35
O 0.028 2.198 -2.014 -0.29
P 0.947 3.577 -2.321 1.26
O 0.020 4.588 -1.701 -0.71
O 0.677 3.404 -3.927 -0.41
C 0.835 2.120 -4.536 -0.64
O 2.274 4.578 -2.562 -0.43
C 2.071 5.751 -3.333 -0.60
H -0.559 0.828 -0.595 -0.16
H 1.093 1.434 -0.392 0.36
H -0.301 2.463 0.031 0.32
H -0.139 1.639 -4.625 0.23
H 1.502 1.476 -3.963 0.32
H 1.249 2.259 -5.534 0.27
H 1.430 6.451 -2.797 0.26
H 1.649 5.525 -4.311 0.28
H 3.048 6.214 -3.477 0.23
```

Calculated values
* charge: -1
* molar mass: 714.23 g/mol
* lowest unoccupied orbital energy: 0.0060 Eh

H4OP2S | ωB97M-V/def2-TZVPD

The geometry in XYZ format:
```
8
Properties=species:S:1:pos:R:3:mulliken_charge:R:1
O -2.056 0.558 -0.178 -0.56
S -0.592 0.241 -0.751 0.28
P -0.016 -1.741 0.168 -0.06
P 0.806 1.662 0.258 -0.10
H -1.396 -1.919 0.068 0.13
H 0.223 -1.990 -1.193 0.09
H -0.100 2.699 -0.441 0.09
H -0.085 2.106 1.254 0.14
```

Calculated values
* charge: 0
* SMILES string: O=S(P)#[PH2]
* molar mass: 114.05 g/mol
* lowest unoccupied orbital energy: -0.0047 Eh

C2H3IN2O | ωB97M-V/def2-TZVPD

The geometry in XYZ format:
```
9
Properties=species:S:1:pos:R:3:mulliken_charge:R:1
C 0.039 0.036 0.834 -0.07
C -0.886 -0.471 -0.316 0.71
N 0.009 -0.234 1.984 -0.16
N -0.198 -0.153 -1.356 -0.11
O -1.898 -1.074 -0.063 -0.53
I 2.405 1.703 -0.469 -0.41
H 0.576 -0.047 2.868 0.35
H 0.565 0.565 -1.221 -0.04
H -0.612 -0.325 -2.260 0.25
```

Calculated values
* charge: 0
* molar mass: 197.96 g/mol
* lowest unoccupied orbital energy (spin up / spin down): -0.0744 / -0.0744 Eh